1.
44
Properties=species:S:1:pos:R:3 method="wB97M-V/def2-TZVPD" lumo_energy_ev=-3.161 charge=+1
O 2.48 -3.18 2.82
N -1.00 -2.42 2.72
N 0.73 -1.24 0.54
N -0.07 2.82 -1.92
C 1.23 -2.39 0.55
C -0.09 0.72 -3.39
C 0.08 3.95 -2.83
C 0.41 -3.54 1.00
C 0.59 1.59 -2.32
C -0.69 3.91 -4.16
C 0.09 -3.46 2.46
C -1.50 1.69 -0.24
C -0.42 -1.15 3.27
C 0.92 -1.59 3.89
C -1.41 2.67 -1.40
C 1.21 -3.03 3.42
H -2.51 1.69 0.17
H -0.68 4.90 -4.61
H -0.81 1.98 0.56
H 1.19 -3.73 4.25
H 0.06 1.12 -4.39
H 1.14 4.08 -3.04
H -1.73 3.63 -4.02
H -0.53 -3.51 0.46
H -1.16 0.62 -3.22
H 0.85 -1.61 4.97
H 1.60 1.84 -2.65
H -0.22 4.84 -2.28
H 0.73 0.97 -1.43
H 3.10 -2.59 3.28
H 1.41 -0.56 0.21
H 0.33 -0.28 -3.38
H -0.31 -4.39 2.86
H -0.24 3.22 -4.87
H -1.74 3.65 -1.04
H -2.13 2.37 -2.17
H 0.85 -4.49 0.74
H -1.65 -2.84 3.39
H -0.27 -0.43 2.49
H 1.73 -0.94 3.63
H -1.53 -2.18 1.89
H -1.05 -0.82 4.07
H -1.27 0.67 -0.55
H 2.26 -2.58 0.26

2.
50
Properties=species:S:1:pos:R:3 method="wB97M-V/def2-TZVPD" lumo_energy_ev=4.192 charge=-2
Se -1.68 -1.84 -1.23
Se 2.72 -0.32 -2.12
Cu -1.32 -0.14 0.49
S -2.83 1.15 -0.40
Si 1.34 -0.02 2.58
O 1.98 -4.52 -1.82
O -0.97 -2.41 -4.37
N -1.49 3.06 0.87
N -3.57 3.76 -0.03
C 2.20 1.35 1.55
C 1.15 -1.04 -3.09
C -0.51 -0.10 2.34
C 0.10 -3.21 -3.83
C -4.52 3.67 -1.14
C 2.18 -3.24 -2.50
C 2.36 -1.68 2.52
C 0.24 -2.52 -1.22
C 0.85 -2.51 -2.64
C -1.45 3.91 2.05
C 1.58 0.66 4.35
C -2.67 2.79 0.22
H -5.50 3.30 -0.77
H -2.00 4.84 1.74
H -4.56 4.68 -1.53
H 2.28 1.19 0.44
H -0.73 -1.15 2.64
H 1.49 -0.80 -4.14
H 0.87 -3.34 -4.65
H 1.54 2.22 1.69
H 1.13 1.62 4.50
H -2.02 3.44 2.89
H 0.85 -1.89 -0.55
H 2.64 -3.39 -3.48
H 2.78 -2.57 -1.80
H -0.87 2.26 0.87
H 0.10 -3.57 -0.89
H 0.34 -0.38 -2.78
H 3.38 -1.68 3.00
H -1.53 -2.12 -3.61
H 1.02 -0.06 4.98
H 1.77 -2.45 2.98
H 2.34 -5.30 -2.31
H -0.15 -4.27 -3.61
H -3.53 4.69 0.29
H -1.02 0.65 2.96
H 2.60 -1.99 1.45
H -4.27 2.95 -1.89
H 3.15 1.68 1.97
H 2.62 0.53 4.65
H -0.42 4.12 2.37

3.
55
Properties=species:S:1:pos:R:3 method="wB97M-V/def2-TZVPD" lumo_energy_ev=2.068 charge=-1
Ga -1.68 -1.72 -1.51
P -2.61 -3.92 -1.63
O 2.04 3.01 -0.71
O -3.09 -4.29 -3.29
O 4.31 3.33 -0.69
O 0.08 -2.61 3.85
O 0.90 -0.54 3.32
O 3.01 4.48 0.75
O -1.32 -0.84 3.78
O -4.09 -4.02 -0.71
N 2.83 0.83 -2.38
N -2.34 1.98 -0.14
N -2.64 1.28 -2.48
N -4.58 1.48 -0.99
C 1.34 -1.82 -1.57
C 4.36 4.70 1.13
C 3.03 3.56 -0.26
C -2.12 -2.00 3.90
C 3.09 0.23 -1.02
C -1.16 -3.03 4.39
C -3.08 -0.53 -0.58
C 2.78 -1.39 -0.92
C 5.13 4.30 -0.08
C 0.11 -1.90 -0.44
C -3.10 1.04 -1.06
C -0.03 -1.26 3.62
H -1.08 -3.05 5.48
H 4.59 4.07 2.00
H 1.90 1.34 -2.28
H 6.11 3.89 0.16
H -4.15 -0.99 -0.71
H -1.34 -1.32 -3.02
H 3.63 -1.95 -1.51
H 2.57 0.87 -0.18
H -4.04 -3.92 -3.37
H 2.74 -1.66 0.23
H -2.54 -2.25 2.92
H -4.86 1.16 -0.02
H 5.27 5.14 -0.78
H -1.64 1.02 -2.64
H 1.46 -2.92 -1.97
H -4.65 2.53 -1.08
H 0.98 -1.13 -2.45
H 0.13 -2.95 0.12
H -3.28 0.87 -3.20
H -2.74 1.98 0.83
H 4.52 5.75 1.40
H 3.53 1.60 -2.50
H -1.32 1.74 -0.14
H 0.28 -1.00 0.29
H -4.29 -3.12 -0.27
H -1.41 -4.04 4.04
H 4.27 0.34 -0.83
H -2.94 -1.83 4.61
H -2.86 -0.54 0.60

4.
53
Properties=species:S:1:pos:R:3 method="wB97M-V/def2-TZVPD" lumo_energy_ev=-2.998 charge=+1
I -0.37 -2.29 -3.58
O 0.66 0.45 -1.10
O 1.77 -1.85 -1.27
O -5.37 -2.06 3.07
O -0.33 3.90 0.82
N -4.16 -0.30 2.32
N -2.04 -1.44 0.07
N -5.93 0.02 3.78
N -0.66 6.13 0.85
N -1.68 0.81 -0.11
N 0.11 -0.54 -0.31
N -1.80 4.82 -0.65
C 4.56 -2.46 0.36
C 2.57 -3.02 -1.13
C -0.48 -2.69 -1.48
C -0.90 4.89 0.37
C 1.70 1.14 -0.35
C 3.20 -3.16 0.25
C 3.52 0.90 -2.07
C -1.91 -2.49 -0.97
C -1.17 -0.38 -0.14
C 2.62 1.85 -1.29
C 0.55 -1.92 -0.64
C -5.17 -0.86 3.06
H 2.06 -3.92 -1.44
H -2.26 5.63 -1.03
H 2.04 2.46 -1.97
H 0.01 6.21 1.60
H -1.12 1.64 0.04
H -1.10 6.96 0.50
H -5.78 1.01 3.78
H -1.85 -1.82 1.00
H 2.28 0.36 0.15
H 0.63 -2.45 0.30
H 4.58 -1.57 -0.26
H 3.33 -4.22 0.47
H 3.39 -2.89 -1.83
H -6.67 -0.37 4.33
H 4.71 -2.18 1.39
H 5.38 -3.11 0.09
H -2.00 3.92 -1.05
H -0.23 -3.73 -1.36
H 4.33 0.52 -1.45
H 1.29 1.77 0.44
H -2.59 -2.23 -1.77
H 2.55 -2.77 1.02
H -2.68 0.92 -0.18
H -2.26 -3.42 -0.54
H 3.26 2.50 -0.72
H 4.00 1.46 -2.86
H 2.98 0.09 -2.54
H -3.60 -0.93 1.78
H -3.97 0.69 2.29

5.
31
Properties=species:S:1:pos:R:3 method="wB97M-V/def2-TZVPD" lumo_energy_ev="-1.667 / -3.241" multiplicity=4 charge=0
Tc -1.05 -0.01 -1.91
Se -3.21 -0.74 -2.55
Cl -2.35 5.27 -2.34
Cl -2.54 3.33 2.69
Cl -1.96 0.49 1.62
Cl -1.58 2.31 -3.33
Cl -2.74 5.74 0.74
O 5.12 -1.46 0.78
O 4.42 -2.75 2.37
O -1.51 -3.48 1.18
O -0.92 -1.44 -0.51
O -0.27 -3.49 2.95
O 0.61 -1.09 -2.95
O 0.92 0.84 -1.91
N -0.50 -3.21 1.79
N 4.25 -2.06 1.38
N 0.91 -0.44 -1.89
C -2.22 3.98 -1.23
C 2.89 -1.97 0.86
C 2.66 -1.23 -0.29
C 0.27 -1.73 -0.07
C 0.56 -2.51 1.06
C -1.85 1.59 -0.84
C -2.40 4.17 0.14
C -1.94 2.70 -1.67
C -2.31 3.09 1.01
C 1.86 -2.61 1.52
C -2.04 1.81 0.52
C 1.37 -1.15 -0.73
H 2.05 -3.19 2.42
H 3.48 -0.75 -0.81

6.
25
Properties=species:S:1:pos:R:3 method="wB97M-V/def2-TZVPD" smiles=Fc1c(F)c(F)c2[nH]c3c(F)c(F)c(F)c(F)c3o[nH]c2c1F lumo_energy_ev=-0.021 charge=0
F -4.15 -2.96 0.81
F 1.57 2.72 2.46
F -1.42 -0.99 -2.72
F 3.54 2.96 -1.86
F -3.86 -2.54 -1.98
F 3.41 3.83 0.71
F 2.01 0.71 -2.69
F -2.37 -2.54 2.60
O -0.21 -0.83 1.91
N 0.49 -0.65 -0.89
N 0.14 0.52 1.76
C -0.94 -1.39 0.92
C 2.07 1.15 -1.36
C 2.71 2.40 -0.96
C -2.89 -2.06 -1.02
C -3.00 -2.41 0.33
C -0.68 -1.24 -0.42
C -2.05 -2.06 1.36
C 1.09 1.03 0.83
C -1.64 -1.38 -1.44
C 2.57 2.93 0.37
C 1.77 2.23 1.16
C 1.26 0.43 -0.44
H -0.51 1.21 2.09
H 1.08 -1.08 -1.54

7.
76
Properties=species:S:1:pos:R:3 method="wB97M-V/def2-TZVPD" lumo_energy_ev=-6.561 charge=0
S 11.89 6.04 11.71
S 12.45 6.98 9.70
S 6.73 6.50 12.95
S 12.06 11.89 10.65
S 5.47 7.54 11.31
S 10.37 13.36 11.39
Al 9.28 9.17 11.12
F 11.78 8.13 8.77
F 10.94 6.29 13.01
F 8.12 6.71 13.76
F 12.07 10.40 10.02
F 5.83 8.35 9.97
F 9.19 13.07 12.44
O 5.81 6.79 14.02
O 13.80 7.54 9.75
O 4.96 6.31 10.83
O 8.88 7.23 8.93
O 4.60 8.44 12.04
O 10.88 9.33 13.53
O 12.46 12.51 9.36
O 9.73 14.17 10.38
O 6.81 5.12 12.52
O 6.57 11.12 7.05
O 13.21 6.14 12.33
O 13.14 11.76 11.62
O 11.30 14.01 12.33
O 12.14 5.85 8.87
O 6.85 10.85 11.46
O 11.42 4.72 11.27
N 7.07 7.56 11.93
N 8.63 9.89 8.14
N 8.18 10.47 13.77
N 10.57 11.71 10.98
N 11.39 7.30 10.99
C 5.50 11.05 6.15
C 6.46 11.77 10.42
C 6.72 10.33 13.81
C 8.84 9.65 14.77
C 12.29 9.48 13.49
C 8.89 11.30 7.75
C 9.35 8.96 7.24
C 8.53 5.87 9.32
C 7.77 11.77 6.72
C 8.90 7.50 7.54
C 6.23 11.19 12.72
C 10.35 9.80 14.82
H 6.41 12.22 13.01
H 5.48 12.25 10.48
H 6.45 11.25 9.46
H 8.11 11.56 5.71
H 7.24 12.52 10.50
H 9.87 11.38 7.28
H 7.91 7.57 7.08
H 5.12 12.06 5.96
H 8.60 8.59 14.67
H 5.17 10.91 12.66
H 8.82 11.98 8.60
H 12.67 8.61 14.02
H 6.29 10.65 14.76
H 6.50 9.27 13.63
H 10.44 9.03 7.30
H 5.72 10.48 5.25
H 8.30 11.36 14.24
H 7.65 9.83 7.90
H 8.49 9.98 15.75
H 10.61 10.84 15.00
H 9.07 9.12 6.21
H 12.72 10.41 13.88
H 10.83 9.12 15.53
H 9.49 6.77 6.98
H 8.54 5.82 10.41
H 7.64 12.85 6.78
H 4.65 10.50 6.54
H 12.68 9.39 12.48
H 9.28 5.16 8.98
H 7.54 5.64 8.93

8.
54
Properties=species:S:1:pos:R:3 method="wB97M-V/def2-TZVPD" smiles="CC(=O)OC(=O)CB(P(C)O)S(C)(=O)=O.CCO.CCO.CCO" lumo_energy_ev=-2.266 charge=0
S -5.64 2.81 -2.84
P -3.39 2.65 -0.31
O 0.11 1.55 -0.80
O -0.81 0.90 -2.94
O 2.15 2.00 1.76
O -2.44 1.71 -4.60
O -3.74 1.64 1.07
O -5.85 2.11 -4.25
O 3.63 -2.82 1.29
O 3.68 -4.80 3.30
O -6.90 2.68 -1.96
C 4.03 -2.42 -0.01
C 2.16 -0.30 2.46
C -4.24 4.36 0.00
C 5.24 -3.21 -0.45
C 1.60 1.09 2.70
C -0.36 1.96 -2.01
C -3.55 0.62 -2.58
C -0.32 3.57 -2.31
C -2.19 1.11 -3.40
C 3.44 -6.01 4.00
C 3.44 -7.18 3.04
C -5.21 4.61 -3.26
B -4.19 1.99 -1.92
H -5.78 4.99 -4.21
H 3.25 -0.29 2.55
H 5.56 -2.91 -1.45
H 4.23 -6.13 4.75
H -3.22 2.03 1.84
H 3.19 -2.59 -0.70
H 2.98 -4.70 2.64
H 5.02 -4.28 -0.45
H 1.92 -0.64 1.45
H 4.40 -7.25 2.51
H 0.77 3.88 -2.68
H -5.51 5.34 -2.37
H 4.38 -2.66 1.89
H 1.85 1.44 3.70
H -3.81 5.20 -0.73
H 4.25 -1.35 0.00
H -1.13 3.96 -3.05
H 1.91 1.68 0.87
H 3.26 -8.12 3.56
H 2.48 -5.93 4.52
H -0.44 4.10 -1.25
H -4.10 4.67 1.14
H -3.34 -0.23 -1.80
H 1.75 -1.01 3.19
H -4.35 0.18 -3.35
H -5.40 4.31 -0.25
H 6.08 -3.06 0.24
H -4.03 4.69 -3.36
H 2.67 -7.05 2.27
H 0.51 1.10 2.60

Repeat the seventh record exactly.
76
Properties=species:S:1:pos:R:3 method="wB97M-V/def2-TZVPD" lumo_energy_ev=-6.561 charge=0
S 11.89 6.04 11.71
S 12.45 6.98 9.70
S 6.73 6.50 12.95
S 12.06 11.89 10.65
S 5.47 7.54 11.31
S 10.37 13.36 11.39
Al 9.28 9.17 11.12
F 11.78 8.13 8.77
F 10.94 6.29 13.01
F 8.12 6.71 13.76
F 12.07 10.40 10.02
F 5.83 8.35 9.97
F 9.19 13.07 12.44
O 5.81 6.79 14.02
O 13.80 7.54 9.75
O 4.96 6.31 10.83
O 8.88 7.23 8.93
O 4.60 8.44 12.04
O 10.88 9.33 13.53
O 12.46 12.51 9.36
O 9.73 14.17 10.38
O 6.81 5.12 12.52
O 6.57 11.12 7.05
O 13.21 6.14 12.33
O 13.14 11.76 11.62
O 11.30 14.01 12.33
O 12.14 5.85 8.87
O 6.85 10.85 11.46
O 11.42 4.72 11.27
N 7.07 7.56 11.93
N 8.63 9.89 8.14
N 8.18 10.47 13.77
N 10.57 11.71 10.98
N 11.39 7.30 10.99
C 5.50 11.05 6.15
C 6.46 11.77 10.42
C 6.72 10.33 13.81
C 8.84 9.65 14.77
C 12.29 9.48 13.49
C 8.89 11.30 7.75
C 9.35 8.96 7.24
C 8.53 5.87 9.32
C 7.77 11.77 6.72
C 8.90 7.50 7.54
C 6.23 11.19 12.72
C 10.35 9.80 14.82
H 6.41 12.22 13.01
H 5.48 12.25 10.48
H 6.45 11.25 9.46
H 8.11 11.56 5.71
H 7.24 12.52 10.50
H 9.87 11.38 7.28
H 7.91 7.57 7.08
H 5.12 12.06 5.96
H 8.60 8.59 14.67
H 5.17 10.91 12.66
H 8.82 11.98 8.60
H 12.67 8.61 14.02
H 6.29 10.65 14.76
H 6.50 9.27 13.63
H 10.44 9.03 7.30
H 5.72 10.48 5.25
H 8.30 11.36 14.24
H 7.65 9.83 7.90
H 8.49 9.98 15.75
H 10.61 10.84 15.00
H 9.07 9.12 6.21
H 12.72 10.41 13.88
H 10.83 9.12 15.53
H 9.49 6.77 6.98
H 8.54 5.82 10.41
H 7.64 12.85 6.78
H 4.65 10.50 6.54
H 12.68 9.39 12.48
H 9.28 5.16 8.98
H 7.54 5.64 8.93